*i*
10 unconnected molecules or ions with the total composition C40H60O30, computed with ωB97M-V/def2-TZVPD.

## Properties
SMILES: C[C@H]1COC(=O)O1.C[C@H]1COC(=O)O1.C[C@H]1COC(=O)O1.C[C@H]1COC(=O)O1.C[C@H]1COC(=O)O1.C[C@H]1COC(=O)O1.C[C@H]1COC(=O)O1.C[C@H]1COC(=O)O1.C[C@H]1COC(=O)O1.C[C@H]1COC(=O)O1
Frontier orbital gap (eV): 10.5656

Each line ends with the Löwdin charge.
Element x y z (Å)
O  2.79  -7.39  -1.08  0.080
O  -3.19  4.07  -7.96  0.083
O  -1.15  4.00  -8.99  0.136
O  -4.94  7.03  5.24  0.109
O  0.10  1.68  6.00  0.086
O  -0.54  0.54  7.96  0.057
O  -5.84  -0.51  0.19  0.132
O  5.66  2.60  2.10  0.066
O  -4.79  7.49  3.10  0.089
O  7.14  3.47  0.57  0.116
O  1.77  3.92  -3.67  0.081
O  3.44  -4.45  4.89  0.084
O  3.62  2.66  -3.04  0.104
O  -4.60  9.18  4.50  0.120
O  -1.87  0.73  6.23  0.122
O  5.22  -7.49  -6.41  0.117
O  5.57  4.77  1.61  0.082
O  3.96  -5.64  -5.67  0.040
O  1.20  -4.71  5.06  0.156
O  0.36  -1.49  -2.00  0.090
O  -1.33  -0.40  -3.13  0.137
O  -0.85  -0.05  -0.99  0.092
O  3.58  4.92  -2.98  0.082
O  2.29  -2.98  6.08  0.047
O  -7.01  1.10  1.30  0.087
O  -8.01  -0.67  0.36  0.102
O  1.72  -6.49  0.55  0.077
O  3.59  -5.46  -0.22  0.106
O  6.18  -5.55  -5.63  0.075
O  -2.89  2.65  -9.63  0.076
C  4.61  3.11  2.92  -0.089
C  -2.84  -1.44  6.40  0.000
C  -4.77  7.98  4.33  -0.554
C  1.83  -8.38  -0.72  -0.077
C  -4.25  3.22  -7.90  -0.148
C  -6.08  -1.84  -0.19  -0.337
C  -4.32  0.95  -9.12  -0.014
C  -5.34  -2.89  0.51  -0.024
C  4.44  -3.64  5.43  -0.347
C  -0.45  -0.43  1.24  -0.015
C  -0.66  -0.66  -2.15  -0.554
C  3.17  5.11  2.01  -0.015
C  -6.93  0.03  0.63  -0.574
C  5.14  -6.35  -5.96  -0.458
C  -4.97  6.12  3.12  -0.311
C  5.77  -4.26  -5.26  -0.322
C  0.83  -1.52  -0.71  -0.106
C  4.56  4.61  2.59  -0.275
C  -3.69  5.49  2.41  0.007
C  0.13  5.59  -3.51  -0.021
C  -2.57  -0.12  7.16  -0.302
C  1.03  -7.77  0.42  -0.261
C  4.24  -4.31  -5.25  -0.100
C  3.62  -2.53  6.16  -0.090
C  -4.20  2.48  -9.22  -0.333
C  2.77  -6.38  -0.24  -0.590
C  6.46  -3.17  -6.16  -0.004
C  1.48  5.24  -4.04  -0.348
C  6.20  3.60  1.37  -0.515
C  5.45  -3.20  4.40  -0.023
C  -2.31  3.61  -8.87  -0.497
C  -5.16  5.81  4.60  -0.113
C  2.20  -4.14  5.37  -0.515
C  -0.76  1.11  6.71  -0.538
C  0.19  -0.24  -0.14  -0.337
C  -0.49  -7.49  0.17  -0.008
C  3.01  3.74  -3.18  -0.526
C  -1.67  -0.26  8.32  -0.113
C  -7.62  -1.92  -0.09  -0.097
C  2.69  5.94  -3.46  -0.076
H  -1.03  -7.19  1.07  0.083
H  -5.31  0.64  -8.80  0.082
H  -3.48  5.90  1.42  0.078
H  3.85  -4.15  -4.24  0.134
H  -3.56  -2.01  6.99  0.088
H  6.05  -4.15  -4.22  0.146
H  -2.87  5.64  3.11  0.085
H  2.21  -9.37  -0.48  0.139
H  -6.15  5.36  4.66  0.132
H  3.61  -1.62  5.56  0.132
H  1.24  -8.35  -1.63  0.136
H  -5.72  -3.88  0.26  0.097
H  3.91  -3.55  -5.95  0.129
H  -1.10  -1.28  1.39  0.084
H  -0.64  -6.82  -0.68  0.088
H  -4.16  2.59  -7.02  0.138
H  2.90  4.68  1.05  0.076
H  -0.87  -8.44  -0.20  0.079
H  -0.66  4.93  -3.87  0.094
H  0.17  5.64  -2.42  0.093
H  6.06  -4.05  4.10  0.087
H  -3.48  0.31  7.58  0.151
H  -5.16  3.79  -7.73  0.139
H  -3.87  4.43  2.24  0.077
H  -5.93  5.93  2.65  0.150
H  4.82  5.24  3.43  0.146
H  6.02  -2.18  -6.03  0.079
H  5.00  -4.24  6.15  0.147
H  0.51  -2.49  -0.32  0.138
H  0.88  0.60  -0.18  0.162
H  -1.88  -1.96  6.33  0.090
H  6.35  -3.43  -7.21  0.085
H  -7.98  -2.20  -1.08  0.134
H  4.90  3.01  3.96  0.129
H  3.68  2.55  2.78  0.133
H  -3.58  0.48  -8.46  0.095
H  -5.78  -1.86  -1.24  0.156
H  -4.20  0.51  -10.11  0.083
H  0.34  -0.54  1.98  0.084
H  7.52  -3.08  -5.89  0.078
H  4.95  -2.83  3.51  0.095
H  -4.30  -2.93  0.20  0.087
H  3.19  6.51  -4.25  0.137
H  -8.06  -2.65  0.59  0.138
H  2.32  4.95  2.68  0.076
H  -3.24  -1.28  5.40  0.086
H  -4.83  2.97  -9.96  0.159
H  -2.08  0.14  9.25  0.141
H  -0.12  6.56  -3.95  0.092
H  -1.06  0.44  1.47  0.086
H  6.14  -2.48  4.83  0.092
H  1.91  -1.49  -0.58  0.141
H  -4.52  4.99  4.93  0.133
H  2.38  6.58  -2.64  0.132
H  1.43  5.30  -5.13  0.156
H  -1.41  -1.32  8.32  0.132
H  3.04  6.17  1.79  0.071
H  1.21  -8.30  1.35  0.149
H  -5.37  -2.74  1.59  0.100
H  3.90  -2.33  7.19  0.135



*ii*
10 unconnected molecules or ions with the total composition C40H60O30, computed with ωB97M-V/def2-TZVPD.

## Properties
SMILES: C[C@H]1COC(=O)O1.C[C@H]1COC(=O)O1.C[C@H]1COC(=O)O1.C[C@H]1COC(=O)O1.C[C@H]1COC(=O)O1.C[C@H]1COC(=O)O1.C[C@H]1COC(=O)O1.C[C@H]1COC(=O)O1.C[C@H]1COC(=O)O1.C[C@H]1COC(=O)O1
Frontier orbital gap (eV): 10.0005

Each line ends with the Löwdin charge.
Element x y z (Å)
O  -25.14  -5.01  -8.35  0.095
O  -12.35  -8.31  -7.08  0.100
O  -10.91  -6.72  -7.54  0.066
O  -15.46  -0.54  -7.07  0.091
O  -19.45  -4.09  -7.33  0.051
O  -15.61  1.68  -7.82  0.071
O  -20.03  -11.49  -3.24  0.101
O  -17.74  -8.40  -8.00  0.083
O  -22.91  -4.60  -11.64  0.049
O  -17.65  -4.15  -5.88  0.119
O  -21.27  -6.21  -11.70  0.152
O  -25.05  -6.46  -10.15  0.082
O  -14.16  -8.02  -2.48  0.151
O  -18.49  -10.41  -7.20  0.096
O  -20.39  -11.47  -1.04  0.101
O  -15.29  -6.58  -3.87  0.102
O  -23.37  -13.34  -8.36  0.063
O  -22.73  -11.59  -7.10  0.066
O  -21.41  -4.65  -13.29  0.076
O  -19.05  -14.79  -8.35  0.058
O  -23.81  -6.90  -8.41  0.082
O  -18.22  -16.04  -10.15  0.111
O  -16.96  -0.03  -8.57  0.077
O  -18.31  -10.92  -1.97  0.089
O  -16.94  -14.66  -8.92  0.114
O  -24.94  -12.24  -7.10  0.124
O  -19.85  -8.93  -8.22  0.111
O  -14.77  -8.54  -4.61  0.051
O  -19.66  -3.29  -5.26  0.088
O  -11.68  -7.09  -5.35  0.123
C  -21.97  -13.34  -8.53  -0.314
C  -16.19  -1.71  -7.27  -0.115
C  -13.79  -7.80  -8.98  -0.022
C  -11.65  -7.34  -6.56  -0.538
C  -21.59  -13.21  -10.02  -0.006
C  -17.16  -1.41  -8.42  -0.309
C  -11.27  -7.20  -8.85  -0.072
C  -22.27  -3.63  -13.64  -0.338
C  -18.68  -9.38  -7.85  -0.505
C  -15.96  0.45  -7.81  -0.473
C  -17.91  -10.56  -3.29  -0.306
C  -19.68  -7.61  -8.66  -0.114
C  -16.53  -11.16  -3.63  0.013
C  -23.05  -3.36  -12.30  -0.066
C  -18.09  -15.19  -9.25  -0.499
C  -18.82  -3.91  -6.12  -0.487
C  -18.30  -7.19  -8.50  -0.316
C  -16.98  -13.97  -7.72  -0.337
C  -21.81  -4.11  -8.07  0.015
C  -23.15  -9.11  -8.89  -0.013
C  -16.29  -12.64  -7.82  -0.008
C  -23.76  -12.38  -7.41  -0.490
C  -21.55  -12.11  -7.69  -0.095
C  -17.59  -6.76  -9.76  0.015
C  -21.82  -5.25  -12.14  -0.521
C  -24.24  -7.54  -10.59  -0.078
C  -15.65  -6.53  -5.18  -0.327
C  -23.28  -7.72  -9.44  -0.332
C  -14.73  -5.57  -5.94  -0.001
C  -18.46  -13.96  -7.40  -0.124
C  -20.94  -3.18  -5.81  -0.112
C  -15.61  -8.02  -5.59  -0.096
C  -23.15  -4.06  -14.83  -0.008
C  -20.69  -3.38  -7.26  -0.306
C  -12.39  -8.19  -8.51  -0.301
C  -16.78  -2.10  -9.71  -0.003
C  -19.12  -10.92  -4.12  -0.120
C  -24.73  -6.05  -8.93  -0.500
C  -14.62  -7.72  -3.56  -0.502
C  -19.62  -11.31  -2.01  -0.517
H  -16.72  -12.20  -3.88  0.083
H  -16.67  -12.17  -8.72  0.096
H  -23.85  -4.84  -14.54  0.091
H  -11.59  -6.37  -9.48  0.132
H  -22.39  -4.40  -15.53  0.089
H  -14.01  -6.90  -8.39  0.065
H  -16.51  -14.58  -6.96  0.158
H  -23.71  -7.30  -11.52  0.119
H  -12.13  -9.15  -8.95  0.149
H  -18.64  -14.34  -6.39  0.144
H  -22.67  -2.52  -11.73  0.135
H  -19.95  -7.51  -9.71  0.130
H  -21.63  -3.91  -5.39  0.147
H  -22.44  -9.25  -8.07  0.073
H  -22.83  -9.81  -9.66  0.097
H  -10.48  -7.72  -9.38  0.131
H  -22.68  -3.47  -7.97  0.096
H  -19.51  -10.02  -4.61  0.133
H  -17.83  -9.48  -3.17  0.150
H  -22.27  -7.54  -9.83  0.115
H  -16.95  -3.17  -9.76  0.075
H  -13.67  -5.63  -5.70  0.080
H  -24.84  -8.39  -10.90  0.141
H  -20.51  -13.12  -10.17  0.080
H  -16.57  -12.12  -6.90  0.073
H  -15.77  -11.05  -2.86  0.099
H  -18.83  -11.58  -4.94  0.112
H  -21.74  -14.16  -10.52  0.087
H  -14.80  -5.58  -7.03  0.065
H  -16.51  -6.90  -9.70  0.070
H  -17.86  -7.36  -10.63  0.096
H  -21.56  -14.24  -8.07  0.141
H  -24.09  -3.24  -12.62  0.135
H  -14.99  -4.56  -5.62  0.075
H  -20.78  -12.38  -6.97  0.113
H  -21.63  -4.06  -9.14  0.072
H  -15.59  -2.57  -7.57  0.128
H  -17.34  -1.64  -10.53  0.089
H  -15.20  -8.19  -6.59  0.107
H  -20.43  -2.44  -7.76  0.145
H  -14.45  -8.61  -8.65  0.082
H  -21.32  -2.20  -5.54  0.149
H  -18.28  -6.41  -7.74  0.142
H  -18.19  -1.51  -8.08  0.141
H  -20.31  -6.97  -8.04  0.140
H  -16.24  -10.64  -4.54  0.061
H  -16.67  -6.16  -5.29  0.124
H  -21.61  -2.81  -13.94  0.153
H  -22.27  -12.48  -10.46  0.088
H  -21.18  -11.39  -8.42  0.111
H  -16.60  -8.48  -5.58  0.112
H  -18.88  -12.96  -7.40  0.095
H  -23.74  -3.23  -15.24  0.088
H  -13.84  -7.59  -10.04  0.094
H  -15.72  -1.88  -9.87  0.100
H  -16.55  -1.94  -6.27  0.129
H  -17.74  -5.72  -10.05  0.083
H  -21.88  -5.16  -7.77  0.079
H  -15.21  -12.73  -7.90  0.092
H  -24.13  -9.34  -8.47  0.106



Which structure is the most stable? The one labeled *ii*.



*i*
A gas-phase ion, C12H13N2O (charge +1), computed with ωB97M-V/def2-TZVPD.

## Properties
SMILES: NC1=[NH+]C=CC[C@@H]1C(=O)c1ccccc1
Charge: +1
Frontier orbital gap (eV): 8.9830

Each line ends with the Löwdin charge.
Element x y z (Å)
O  -0.69  -2.07  1.11  0.101
N  -1.03  0.57  -2.78  0.139
N  1.18  0.87  -2.08  0.211
C  -0.37  0.35  2.78  -0.032
C  -2.17  -0.26  -2.76  -0.056
C  -0.20  -1.01  0.74  -0.167
C  -0.04  -0.94  -1.03  -0.055
C  1.65  0.53  1.46  -0.061
C  0.33  0.05  1.61  -0.160
C  -0.05  0.25  -2.02  -0.206
C  1.39  1.73  3.46  -0.048
C  -2.10  -1.51  -2.27  -0.078
C  2.24  1.23  2.44  -0.073
C  0.10  1.28  3.61  -0.088
C  -1.02  -2.04  -1.52  -0.155
H  -2.94  -2.05  -2.67  0.120
H  -1.31  -0.18  2.95  0.137
H  -2.98  0.09  -3.43  0.139
H  2.30  0.29  0.51  0.141
H  -0.53  1.91  4.35  0.156
H  -1.34  -2.60  -0.49  0.168
H  -0.57  -2.91  -2.10  0.158
H  1.80  0.50  -1.47  0.033
H  0.89  -1.31  -1.01  0.090
H  3.25  1.63  2.26  0.125
H  1.31  1.84  -2.38  0.152
H  -0.80  1.25  -3.47  0.174
H  1.71  2.49  4.21  0.133



*ii*
A gas-phase ion, C12H13N2O (charge +1), computed with ωB97M-V/def2-TZVPD.

## Properties
SMILES: C=C(O/C=C\C)[n+]1ccn2ccccc21
Charge: +1
Frontier orbital gap (eV): 8.7059

Each line ends with the Löwdin charge.
Element x y z (Å)
O  1.66  1.65  -0.21  0.002
N  -2.62  1.07  -0.25  0.001
N  -0.49  1.20  0.23  0.071
C  0.88  0.95  0.61  -0.407
C  -3.99  -0.78  -0.28  -0.009
C  -2.92  -1.67  0.14  -0.018
C  -3.85  0.60  -0.35  -0.030
C  -2.22  2.39  -0.36  0.033
C  1.16  0.40  1.74  0.127
C  3.04  1.33  -0.41  -0.050
C  -1.53  0.28  0.15  -0.061
C  3.39  0.08  -0.67  -0.106
C  -1.70  -1.12  0.37  0.019
C  2.46  -1.10  -0.76  -0.090
C  -0.89  2.47  -0.03  0.050
H  1.37  -1.11  -0.69  0.048
H  2.17  0.10  1.81  0.075
H  0.48  -0.02  2.48  0.106
H  -3.09  -2.79  0.25  0.149
H  -5.07  -1.25  -0.31  0.158
H  -2.87  3.09  -0.84  0.135
H  -0.87  -1.58  0.80  0.098
H  -4.62  1.24  -0.69  0.135
H  4.33  -0.27  -0.67  0.075
H  3.59  2.25  -0.26  0.136
H  -0.28  3.27  0.03  0.121
H  2.62  -1.54  -1.87  0.134
H  2.88  -1.99  -0.22  0.096



Which structure is the most stable? The one labeled *i*.



*i*
C9H10N2S2 in the gas phase, computed with ωB97M-V/def2-TZVPD.

## Properties
SMILES: S[C@@H](Cn1ccnc1)c1cccs1
Frontier orbital gap (eV): 9.2829

Each line ends with the Löwdin charge.
Element x y z (Å)
S  -0.15  1.86  1.00  1.068
S  0.12  1.19  -3.15  0.762
N  -0.98  -1.27  0.01  -0.112
N  -0.61  -2.09  2.06  0.068
C  -0.50  0.74  -1.50  -0.682
C  1.78  1.04  -0.49  -0.162
C  1.42  1.77  1.66  -0.412
C  -2.17  -1.10  0.65  -0.088
C  -0.08  -1.84  0.90  -0.190
C  -0.73  -0.79  -1.39  -0.150
C  0.46  1.24  -0.49  -0.640
C  -1.90  -1.65  1.90  -0.179
C  2.32  1.30  0.80  -0.183
H  -2.99  -0.62  0.17  0.112
H  2.22  0.43  -1.29  0.115
H  -1.39  -1.25  -2.18  0.139
H  1.35  1.53  -2.59  -0.095
H  0.88  -2.13  0.45  0.132
H  0.24  -1.27  -1.56  0.108
H  -2.60  -1.65  2.76  0.106
H  1.57  2.32  2.55  0.059
H  3.26  0.93  1.13  0.105
H  -1.52  1.31  -1.40  0.121



*ii*
C9H10N2S2 in the gas phase, computed with ωB97M-V/def2-TZVPD.

## Properties
SMILES: NCCSc1nc2ccccc2s1
Frontier orbital gap (eV): 9.0186

Each line ends with the Löwdin charge.
Element x y z (Å)
S  -2.32  -1.36  0.02  0.847
S  0.85  -2.00  -0.07  0.987
N  -0.20  0.33  0.18  0.003
N  -2.57  2.25  -0.54  -0.010
C  3.33  -0.60  -0.40  -0.078
C  3.15  1.78  0.35  -0.076
C  -3.05  0.17  0.77  -0.424
C  -0.55  -0.91  0.19  -0.862
C  1.93  -0.56  -0.20  -0.460
C  1.20  0.50  0.15  -0.355
C  3.93  0.63  -0.18  -0.069
C  1.74  1.83  0.39  0.008
C  -3.48  1.15  -0.41  -0.395
H  0.92  2.61  0.72  0.154
H  3.80  -1.50  -0.67  0.090
H  -1.73  1.88  -0.82  -0.010
H  -2.40  0.49  1.52  0.044
H  -4.14  -0.18  0.92  0.094
H  -4.40  1.50  -0.06  0.064
H  -3.19  3.02  -1.09  0.150
H  3.62  2.71  0.66  0.089
H  4.99  0.81  -0.43  0.103
H  -3.80  0.49  -1.28  0.107



Which structure is the most stable? The one labeled *i*.